Run P
DFT (wB97M-V/def2-TZVPD) results for a cluster of 2 separate species, C4H10O2PS in total.

Last columns: bonded neighbours and bond lengths (Å).
Cartesian coordinates (Å):
1 C 1.440 -0.144 -1.964  C3 1.457, H9 1.125, H10 1.136, H11 1.144
2 C 0.653 1.093 1.721  C4 1.534, H12 1.070, H13 1.164, H14 1.036
3 C 1.409 0.256 -0.563  C1 1.457, C4 1.353, H16 1.058
4 C 0.506 0.908 0.205  C2 1.534, C3 1.353, H17 1.081
5 O -2.779 0.618 1.010  P7 1.473
6 O -3.199 -1.396 2.303  P7 1.646, H18 0.973
7 P -2.467 -0.821 0.946  O5 1.473, O6 1.646, S8 2.428
8 S -3.976 -1.791 -0.690  P7 2.428, H15 1.291
9 H 2.261 -0.863 -2.237  C1 1.125
10 H 0.467 -0.554 -2.386  C1 1.136
11 H 1.615 0.786 -2.606  C1 1.144
12 H 1.301 0.349 2.136  C2 1.070
13 H 1.023 2.075 2.225  C2 1.164
14 H -0.281 0.859 2.102  C2 1.036
15 H -3.580 -2.952 -0.287  S8 1.291
16 H 2.193 -0.121 0.038  C3 1.058
17 H -0.330 1.330 -0.334  C4 1.081
18 H -2.810 -2.205 2.678  O6 0.973

- M: 153.16 g mol⁻¹
- Kohn-Sham gap: 6.876 eV
- Net charge: -1

***

Run Q
DFT (wB97M-V/def2-TZVPD) results for a cluster of 2 separate species, C4H10O2PS in total.

Last columns: bonded neighbours and bond lengths (Å).
Cartesian coordinates (Å):
1 C 1.956 1.170 0.946  C3 1.576, H9 1.106, H10 1.136, H11 1.100
2 C -2.467 -1.054 -0.786  C4 1.548, H12 1.156, H13 1.091, H14 1.108
3 C 1.461 -0.319 0.796  C1 1.576, P7 1.954, H15 1.056, H16 1.192
4 C -1.030 -0.569 -0.479  C2 1.548, P7 1.802, H17 1.104, H18 1.063
5 O -1.871 3.562 -1.461  S8 1.543
6 O -1.045 0.594 1.899  P7 1.492
7 P -0.428 -0.582 1.219  C3 1.954, C4 1.802, O6 1.492
8 S -2.257 2.669 -0.263  O5 1.543
9 H 1.339 1.762 0.245  C1 1.106
10 H 1.680 1.499 1.998  C1 1.136
11 H 3.051 1.220 0.847  C1 1.100
12 H -3.211 -0.202 -0.545  C2 1.156
13 H -2.658 -1.295 -1.833  C2 1.091
14 H -2.795 -1.886 -0.131  C2 1.108
15 H 2.081 -0.937 1.387  C3 1.056
16 H 1.628 -0.736 -0.308  C3 1.192
17 H -1.091 0.446 -0.907  C4 1.104
18 H -0.474 -1.193 -1.137  C4 1.063

- M: 153.16 g mol⁻¹
- Kohn-Sham gap (spin up / spin down): 5.318 / 4.150 eV
- Net charge: -1

***

Going by the energies, run P is most stable and the next is 69.6 kcal/mol up.

***

Run P
DFT (wB97M-V/def2-TZVPD) results for the molecule C7H10N2O3.

Last columns: bonded neighbours and bond lengths (Å).
Cartesian coordinates (Å):
1 C -3.465 0.570 -0.380  C2 1.513, H8 1.114, H9 1.088, H10 1.119
2 C -2.627 -0.685 -0.270  C1 1.513, H11 1.110, H12 1.097, O20 1.419
3 C -0.569 0.173 0.603  H13 1.128, H14 1.091, N18 1.439, O20 1.410
4 C 1.436 -1.154 0.275  C5 1.354, H15 1.082, N18 1.366
5 C 2.739 -1.363 -0.029  C4 1.354, C6 1.464, H16 1.098
6 C 3.595 -0.191 -0.226  C5 1.464, N19 1.424, O21 1.219
7 C 1.551 1.263 0.032  N18 1.418, N19 1.382, O22 1.213
8 H -3.244 1.158 -1.300  C1 1.114
9 H -4.515 0.283 -0.363  C1 1.088
10 H -3.245 1.230 0.496  C1 1.119
11 H -2.918 -1.375 -1.090  C2 1.110
12 H -2.841 -1.188 0.682  C2 1.097
13 H -0.854 -0.275 1.599  C3 1.128
14 H -0.824 1.234 0.592  C3 1.091
15 H 0.799 -2.002 0.491  C4 1.082
16 H 3.216 -2.350 -0.081  C5 1.098
17 H 3.427 1.874 -0.351  N19 0.996
18 N 0.845 0.075 0.352  C3 1.439, C4 1.366, C7 1.418
19 N 2.886 1.044 -0.249  C6 1.424, C7 1.382, H17 0.996
20 O -1.227 -0.524 -0.431  C2 1.419, C3 1.410
21 O 4.801 -0.157 -0.399  C6 1.219
22 O 1.034 2.361 0.048  C7 1.213

- SMILES string: CCOCn1ccc(=O)[nH]c1=O
- M: 170.17 g mol⁻¹
- Kohn-Sham gap: 10.026 eV
- Net charge: 0

***

Run Q
DFT (wB97M-V/def2-TZVPD) results for the molecule C7H10N2O3.

Last columns: bonded neighbours and bond lengths (Å).
Cartesian coordinates (Å):
1 C 1.147 1.771 0.256  C2 1.356, C3 1.485, H13 1.082
2 C -0.180 1.785 -0.021  C1 1.356, C4 1.509, H14 1.056
3 C 1.927 0.585 0.692  C1 1.485, N8 1.303, H15 1.044
4 C -0.955 0.492 -0.093  C2 1.509, C5 1.584, C6 1.523, H16 1.093
5 C 0.092 -0.661 -0.380  C4 1.584, C7 1.544, N8 1.517, N9 1.551
6 C -1.690 0.454 1.240  C4 1.523, H17 1.087, H18 1.131, H19 1.088
7 C 0.350 -0.743 -1.900  C5 1.544, H20 1.019, H21 1.041, H22 1.128
8 N 1.383 -0.565 0.412  C3 1.303, C5 1.517, O10 1.312
9 N -0.411 -2.013 0.186  C5 1.551, O11 1.203, O12 1.216
10 O 2.083 -1.666 0.549  N8 1.312
11 O -0.949 -2.771 -0.578  N9 1.203
12 O -0.303 -2.164 1.388  N9 1.216
13 H 1.687 2.693 0.425  C1 1.082
14 H -0.633 2.593 -0.528  C2 1.056
15 H 2.859 0.793 1.115  C3 1.044
16 H -1.711 0.300 -0.858  C4 1.093
17 H -1.697 -0.560 1.632  C6 1.087
18 H -2.771 0.781 1.179  C6 1.131
19 H -1.214 1.106 1.970  C6 1.088
20 H 1.289 -1.064 -2.131  C7 1.019
21 H 0.220 0.212 -2.294  C7 1.041
22 H -0.524 -1.360 -2.260  C7 1.128

- SMILES string: C[C@H]1C=CC=[N+]([O-])[C@@]1(C)[N+](=O)[O-]
- M: 170.17 g mol⁻¹
- Kohn-Sham gap (spin up / spin down): 8.136 / 8.130 eV
- Net charge: 0

***

Going by the energies, run P is most stable and the next is 164.3 kcal/mol up.

***

Run P
DFT (wB97M-V/def2-TZVPD) results for the ion C3H6O3P with charge -1.

Last columns: bonded neighbours and bond lengths (Å).
Cartesian coordinates (Å):
1 C -0.814 -0.033 -0.180  C2 1.533, O5 1.188, P7 1.856
2 C -1.618 1.122 0.431  C1 1.533, H8 1.085, H9 1.037, H10 1.058
3 C 1.396 -1.419 -0.231  P7 1.793, H11 1.137, H12 1.112, H13 1.098
4 O 1.278 0.854 1.496  P7 1.466
5 O -1.280 -0.817 -0.940  C1 1.188
6 O 1.359 1.330 -1.355  P7 1.902
7 P 0.980 0.276 0.182  C1 1.856, C3 1.793, O4 1.466, O6 1.902
8 H -1.361 1.972 -0.193  C2 1.085
9 H -1.372 1.120 1.438  C2 1.037
10 H -2.653 0.931 0.318  C2 1.058
11 H 2.466 -1.744 -0.437  C3 1.137
12 H 0.899 -2.031 0.554  C3 1.112
13 H 0.720 -1.560 -1.085  C3 1.098

- SMILES string: CC(=O)[P@](C)(=O)[O-]
- M: 121.05 g mol⁻¹
- Kohn-Sham gap: 7.828 eV
- Net charge: -1

***

Run Q
DFT (wB97M-V/def2-TZVPD) results for the ion C3H6O3P with charge -1.

Last columns: bonded neighbours and bond lengths (Å).
Cartesian coordinates (Å):
1 C 0.009 -0.003 0.124  C2 1.490, C3 1.539, O6 1.453, P7 1.807
2 C 0.727 -1.290 -0.097  C1 1.490, H8 1.082, H9 1.193, H10 1.138
3 C 0.812 1.310 0.096  C1 1.539, H11 1.066, H12 1.165, H13 1.103
4 O -2.401 1.265 -0.438  P7 1.476
5 O -2.436 -1.338 -0.356  P7 1.500
6 O -0.820 0.074 1.314  C1 1.453, P7 1.675
7 P -1.789 -0.020 -0.049  C1 1.807, O4 1.476, O5 1.500, O6 1.675
8 H -0.014 -2.055 -0.287  C2 1.082
9 H 1.655 -1.203 0.648  C2 1.193
10 H 1.284 -1.287 -1.089  C2 1.138
11 H 0.090 2.075 0.264  C3 1.066
12 H 1.258 1.168 -0.971  C3 1.165
13 H 1.625 1.305 0.842  C3 1.103

- SMILES string: CC1(C)O[P@]1(=O)[O-]
- M: 121.05 g mol⁻¹
- Kohn-Sham gap: 8.322 eV
- Net charge: -1

***

Run R
DFT (wB97M-V/def2-TZVPD) results for a cluster of 2 separate species, C3H6O3P in total.

Last columns: bonded neighbours and bond lengths (Å).
Cartesian coordinates (Å):
1 C -3.027 0.383 -0.083  O4 1.176, O5 1.161
2 C 1.633 0.722 0.072  C3 1.512, H9 1.019, H10 1.060, H11 1.041
3 C 1.285 -0.595 -0.585  C2 1.512, P7 1.994, H12 1.104, H13 1.126
4 O -3.246 1.512 0.164  C1 1.176
5 O -3.501 -0.623 -0.417  C1 1.161
6 O -1.209 -0.103 0.463  P7 1.562
7 P -0.331 -1.382 0.279  C3 1.994, O6 1.562, H8 1.542
8 H 0.204 -1.461 1.723  P7 1.542
9 H 2.487 1.101 -0.334  C2 1.019
10 H 0.927 1.508 -0.018  C2 1.060
11 H 1.902 0.773 1.076  C2 1.041
12 H 2.017 -1.409 -0.726  C3 1.104
13 H 0.859 -0.427 -1.614  C3 1.126

- M: 121.05 g mol⁻¹
- Kohn-Sham gap: 7.445 eV
- Net charge: -1

***

Going by the energies, run Q is most stable and the next is 27.2 kcal/mol up.

***

Run P
DFT (wB97M-V/def2-TZVPD) results for the ion C6H15N2 with charge +1.

Last columns: bonded neighbours and bond lengths (Å).
Cartesian coordinates (Å):
1 C 2.417 -0.165 0.632  C2 1.604, N8 1.508, H9 1.111, H10 1.088
2 C 1.539 1.003 -0.029  C1 1.604, C3 1.535, H11 1.106, H12 1.087
3 C 0.549 0.439 -1.058  C2 1.535, C6 1.515, H13 1.104, H14 1.092
4 N -1.407 1.447 0.448  C5 1.458, H15 1.035
5 C -1.841 0.279 -0.311  N4 1.458, C6 1.525, C7 1.573, H16 1.105
6 C -0.492 -0.428 -0.379  C3 1.515, C5 1.525, H17 1.122, H21 1.122
7 C -2.926 -0.541 0.480  C5 1.573, H18 1.098, H19 1.091, H20 1.094
8 N 1.861 -1.535 0.342  C1 1.508, H22 1.227, H23 1.017
9 H 3.445 0.249 0.553  C1 1.111
10 H 2.310 -0.082 1.712  C1 1.088
11 H 2.169 1.786 -0.489  C2 1.106
12 H 0.956 1.484 0.753  C2 1.087
13 H 0.245 1.356 -1.592  C3 1.104
14 H 1.194 -0.066 -1.780  C3 1.092
15 H -2.064 2.247 0.438  N4 1.035
16 H -2.374 0.397 -1.272  C5 1.105
17 H -0.653 -1.409 -0.899  C6 1.122
18 H -3.920 -0.078 0.438  C7 1.098
19 H -2.504 -0.708 1.472  C7 1.091
20 H -3.013 -1.551 0.066  C7 1.094
21 H -0.319 -0.779 0.673  C6 1.122
22 H 2.365 -0.996 -0.638  N8 1.227
23 H 2.463 -2.350 0.441  N8 1.017

- M: 115.20 g mol⁻¹
- Kohn-Sham gap: 4.227 eV
- Net charge: +1

***

Run Q
DFT (wB97M-V/def2-TZVPD) results for a cluster of 2 separate species, C6H15N2 in total.

Last columns: bonded neighbours and bond lengths (Å).
Cartesian coordinates (Å):
1 C 2.301 0.606 0.269  C2 1.372, N4 1.417, H5 1.097
2 C 2.208 0.500 -1.096  C1 1.372, H6 1.089, H7 1.101
3 C 3.175 -1.382 1.194  N4 1.279, H8 1.117, H9 1.117
4 N 3.217 -0.109 1.081  C1 1.417, C3 1.279
5 H 1.657 1.320 0.798  C1 1.097
6 H 2.937 -0.080 -1.660  C2 1.089
7 H 1.529 1.166 -1.651  C2 1.101
8 H 3.820 -1.876 1.961  C3 1.117
9 H 2.367 -1.905 0.628  C3 1.117
10 C -2.510 1.247 0.193  C11 1.515, H14 1.103, H15 1.086, H16 1.128
11 C -1.375 0.244 0.203  C10 1.515, C12 1.520, N13 1.543, H17 1.109
12 C -1.777 -1.181 0.546  C11 1.520, H18 1.099, H19 1.097, H20 1.121
13 N -0.815 0.239 -1.234  C11 1.543, H21 1.040, H22 1.025, H23 1.011
14 H -2.206 2.180 -0.311  C10 1.103
15 H -3.433 0.859 -0.230  C10 1.086
16 H -2.734 1.516 1.265  C10 1.128
17 H -0.538 0.580 0.848  C11 1.109
18 H -2.526 -1.524 -0.180  C12 1.099
19 H -2.198 -1.197 1.559  C12 1.097
20 H -0.911 -1.891 0.486  C12 1.121
21 H -0.903 1.209 -1.598  N13 1.040
22 H 0.130 -0.155 -1.292  N13 1.025
23 H -1.415 -0.366 -1.778  N13 1.011

- M: 115.20 g mol⁻¹
- Kohn-Sham gap: 9.538 eV
- Net charge: +1

***

Going by the energies, run Q is most stable and the next is 157.6 kcal/mol up.

***

Run P
DFT (wB97M-V/def2-TZVPD) results for the ion C6H15N2 with charge +1.

Last columns: bonded neighbours and bond lengths (Å).
Cartesian coordinates (Å):
1 C -0.499 -0.200 -1.105  C3 1.505, N8 1.452, H9 1.174, H10 1.115
2 C 1.685 0.102 -0.506  C4 1.476, N8 1.479, H11 1.133
3 C -0.824 -0.428 0.347  C1 1.505, C5 1.554, C6 1.581, N7 1.430
4 C 2.564 1.014 0.252  C2 1.476, H12 1.125, H13 1.225, H14 1.089
5 C -1.936 -1.504 0.489  C3 1.554, H15 1.036, H16 1.098, H17 1.139
6 C -1.416 0.802 1.143  C3 1.581, H18 1.022, H19 1.037, H20 1.120
7 N 0.424 -0.791 0.943  C3 1.430, H21 1.070
8 N 0.602 0.728 -1.295  C1 1.452, C2 1.479, H22 1.101, H23 1.107
9 H -0.249 -1.196 -1.674  C1 1.174
10 H -1.290 0.086 -1.837  C1 1.115
11 H 2.221 -0.692 -1.111  C2 1.133
12 H 3.515 0.456 0.478  C4 1.125
13 H 2.099 1.204 1.370  C4 1.225
14 H 2.709 1.903 -0.360  C4 1.089
15 H -2.804 -0.942 0.427  C5 1.036
16 H -2.041 -2.136 1.381  C5 1.098
17 H -1.887 -2.232 -0.386  C5 1.139
18 H -1.810 0.338 1.964  C6 1.022
19 H -2.254 1.122 0.623  C6 1.037
20 H -0.620 1.541 1.416  C6 1.120
21 H 0.458 -1.819 0.646  N7 1.070
22 H 0.862 0.903 -2.350  N8 1.101
23 H 0.493 1.739 -0.855  N8 1.107

- M: 115.20 g mol⁻¹
- Kohn-Sham gap: 9.941 eV
- Net charge: +1

***

Run Q
DFT (wB97M-V/def2-TZVPD) results for a cluster of 2 separate species, C6H15N2 in total.

Last columns: bonded neighbours and bond lengths (Å).
Cartesian coordinates (Å):
1 C -1.004 1.403 -0.948  N2 1.384, C7 1.516, H9 1.115, H10 1.096
2 N -0.192 0.724 -0.055  C1 1.384, C3 1.396
3 C 1.023 0.194 -0.493  N2 1.396, C4 1.563, H12 1.093, H13 1.094
4 C 2.031 0.193 0.701  C3 1.563, C5 1.505, H14 1.089, H15 1.087
5 C 3.135 -0.805 0.473  C4 1.505, C6 1.325, H16 1.082
6 C 4.310 -0.419 0.000  C5 1.325, H17 1.079, H18 1.086
7 C -2.103 2.226 -0.306  C1 1.516, H19 1.096, H20 1.076, H22 1.083
8 N -4.075 -2.798 0.974  H11 1.010, H21 1.008, H23 1.014
9 H -1.424 0.596 -1.592  C1 1.115
10 H -0.336 1.913 -1.652  C1 1.096
11 H -4.059 -3.041 -0.006  N8 1.010
12 H 1.376 0.766 -1.355  C3 1.093
13 H 0.910 -0.857 -0.774  C3 1.094
14 H 1.445 -0.012 1.595  C4 1.089
15 H 2.530 1.148 0.843  C4 1.087
16 H 2.913 -1.850 0.643  C5 1.082
17 H 5.096 -1.105 -0.277  C6 1.079
18 H 4.504 0.639 -0.154  C6 1.086
19 H -2.343 1.673 0.609  C7 1.096
20 H -1.828 3.225 -0.020  C7 1.076
21 H -4.969 -2.396 1.210  N8 1.008
22 H -3.013 2.248 -0.893  C7 1.083
23 H -3.928 -3.665 1.479  N8 1.014

- M: 115.20 g mol⁻¹
- Kohn-Sham gap: 4.436 eV
- Net charge: +1

***

Going by the energies, run P is most stable and the next is 17.7 kcal/mol up.

***

Run P
DFT (wB97M-V/def2-TZVPD) results for a cluster of 2 separate species, C6H15N2 in total.

Last columns: bonded neighbours and bond lengths (Å).
Cartesian coordinates (Å):
1 C 0.061 -3.092 0.102  C2 1.527, H9 1.084, H10 1.093, H11 1.090
2 C 0.517 -1.736 -0.432  C1 1.527, C3 1.536, H12 1.093, H14 1.090
3 C -0.627 -0.729 -0.230  C2 1.536, C4 1.530, H13 1.086, H21 1.094
4 C -0.248 0.631 -0.817  C3 1.530, C5 1.392, N7 1.295
5 C -0.740 0.946 -2.081  C4 1.392, H15 1.089, H16 1.083
6 C 1.008 2.645 -0.581  N7 1.449, H17 1.082, H18 1.101, H19 1.085
7 N 0.542 1.362 -0.096  C4 1.295, C6 1.449
8 N -0.500 0.747 2.870  H20 1.018, H22 1.016, H23 1.027
9 H 0.779 -3.892 -0.039  C1 1.084
10 H -0.856 -3.390 -0.414  C1 1.093
11 H -0.187 -3.029 1.162  C1 1.090
12 H 1.342 -1.363 0.182  C2 1.093
13 H -1.597 -1.112 -0.534  C3 1.086
14 H 0.879 -1.810 -1.457  C2 1.090
15 H -1.658 0.477 -2.434  C5 1.089
16 H -0.217 1.600 -2.767  C5 1.083
17 H 1.345 3.255 0.246  C6 1.082
18 H 1.884 2.407 -1.203  C6 1.101
19 H 0.273 3.197 -1.158  C6 1.085
20 H -1.368 1.255 3.024  N8 1.018
21 H -0.671 -0.540 0.847  C3 1.094
22 H -0.023 1.220 2.108  N8 1.016
23 H 0.063 0.952 3.704  N8 1.027

- M: 115.20 g mol⁻¹
- Kohn-Sham gap: 4.956 eV
- Net charge: +1

***

Run Q
DFT (wB97M-V/def2-TZVPD) results for the ion C6H15N2 with charge +1.

Last columns: bonded neighbours and bond lengths (Å).
Cartesian coordinates (Å):
1 N -1.966 0.754 0.024  C2 1.562, H9 1.023, H10 1.028, H11 1.029
2 C -0.570 0.116 0.314  N1 1.562, C3 1.516, C6 1.485, H12 1.109
3 C -0.267 0.096 1.799  C2 1.516, C4 1.498, H13 1.110, H14 1.093
4 C 0.836 -0.863 2.127  C3 1.498, C5 1.327, H15 1.088
5 C 2.062 -0.980 1.633  C4 1.327, H16 1.073, H17 1.082
6 C 0.321 0.806 -0.653  C2 1.485, N7 1.508, H18 1.115, H19 1.084
7 N -0.144 0.655 -2.079  C6 1.508, C8 1.508, H20 1.008
8 C 0.086 -0.758 -2.552  N7 1.508, H21 1.084, H22 1.088, H23 1.118
9 H -1.927 1.742 0.286  N1 1.023
10 H -2.147 0.734 -0.987  N1 1.028
11 H -2.694 0.286 0.582  N1 1.029
12 H -0.651 -0.933 -0.036  C2 1.109
13 H -1.115 -0.101 2.488  C3 1.110
14 H 0.101 1.059 2.161  C3 1.093
15 H 0.538 -1.641 2.826  C4 1.088
16 H 2.750 -1.645 2.118  C5 1.073
17 H 2.488 -0.318 0.890  C5 1.082
18 H 0.362 1.919 -0.710  C6 1.115
19 H 1.329 0.424 -0.545  C6 1.084
20 H 0.484 1.226 -2.623  N7 1.008
21 H 0.929 -1.127 -1.980  C8 1.084
22 H -0.717 -1.473 -2.388  C8 1.088
23 H 0.217 -0.668 -3.658  C8 1.118

- SMILES string: C=CC[C@@H]([NH3+])CNC
- M: 115.20 g mol⁻¹
- Kohn-Sham gap: 10.259 eV
- Net charge: +1

***

Going by the energies, run Q is most stable and the next is 60.3 kcal/mol up.